[1]
DFT (wB97M-V/def2-TZVPD) results for C4H5NO in the gas phase at a distorted geometry.

## Properties
Net charge: 0
Structure (SMILES): Cc1cocn1
Multiplicity: 1
HOMO energy (eV): -9.109
Energy above the lowest of the compared OMol25 structures with the same formula, charge and spin (kcal/mol): 27.1
HOMO-LUMO gap (Ha): 0.3744
Energy (eV): -7765.353

Element x y z (Å)
C 0.0803 -0.1193 -0.1652
C 0.8034 0.0589 0.9890
C -0.9156 1.4994 0.7604
C 0.1857 -1.1545 -1.2562
N -0.9690 0.6751 -0.1943
O 0.1919 1.1728 1.5271
H 1.6188 -0.2349 1.6938
H -1.5373 2.2023 1.1524
H 0.5704 -2.0272 -0.7966
H 0.8143 -0.7699 -2.0848
H -0.8430 -1.3028 -1.6256

---

[2]
DFT (wB97M-V/def2-TZVPD) results for C4H5NO in the gas phase at a distorted geometry.

## Properties
Net charge: 0
Multiplicity: 1
HOMO energy (eV): -8.641
Energy above the lowest of the compared OMol25 structures with the same formula, charge and spin (kcal/mol): 78.5
HOMO-LUMO gap (Ha): 0.3521
Energy (eV): -7763.122

Element x y z (Å)
O 0.0425 -0.3581 -2.8391
C -0.0151 0.1344 -1.5870
C 0.0794 1.3795 1.9998
C -0.0566 0.3307 1.2374
C -0.0899 -0.8185 0.6187
N -0.0023 -0.9332 -0.7796
H 0.0466 0.4014 -3.4300
H -0.7314 2.0821 2.1789
H 0.9658 1.3972 2.5906
H -0.2226 -1.7464 1.1714
H -0.0161 -1.8717 -1.1590

---

[3]
DFT (wB97M-V/def2-TZVPD) results for 2 unconnected molecules or ions with the total composition C4H5NO.

## Properties
Net charge: 0
Structure (SMILES): O=c1cc1.C=N
Multiplicity: 1
HOMO energy (eV): -9.022
Energy above the lowest of the compared OMol25 structures with the same formula, charge and spin (kcal/mol): 82.8
HOMO-LUMO gap (Ha): 0.3688
Energy (eV): -7762.934

Element x y z (Å)
O -1.9472 0.5306 -0.8810
C -1.6237 -0.0851 0.1019
N 0.9975 1.1258 -0.5974
C 1.9095 0.3078 -0.9121
C -0.8505 -1.0808 0.7812
C -1.7608 -0.3945 1.4834
H 0.9602 1.9088 -1.2533
H 2.0315 -0.5931 -0.3042
H 2.6014 0.4180 -1.7550
H -0.1106 -1.8687 0.8766
H -2.2074 -0.2689 2.4597

---

no.,LUMO energy (Ha)
1,0.0397
2,0.0345
3,0.0373